{"formula": "C25H19N5Pd", "method": "wB97M-V/def2-TZVPD", "largest_force_ev_per_a": 2.6, "orbital_gap_ev": [6.9248, 6.8899], "e_lumo_ev": [-0.516, -0.805], "relative_energy_kcal_mol": 0.0, "homo_ha": [-0.273, -0.283], "multiplicity": 3, "symbols": ["Pd", "N", "N", "N", "N", "N", "C", "C", "C", "C", "C", "C", "C", "C", "C", "C", "C", "C", "C", "C", "C", "C", "C", "C", "C", "C", "C", "C", "C", "C", "C", "H", "H", "H", "H", "H", "H", "H", "H", "H", "H", "H", "H", "H", "H", "H", "H", "H", "H", "H"], "coordinates": [[-0.13955, 0.35141, -0.12089], [-2.30309, 0.54838, -0.14173], [2.28080, 2.76229, -0.04690], [2.07383, 0.35171, 0.05335], [-0.07907, 2.42424, 0.02351], [-2.43739, 2.97728, 0.04768], [-4.43479, -0.62608, -0.14323], [1.02574, -7.60926, -0.02654], [1.77878, -6.44831, 0.19666], [1.05541, 3.16628, -0.04283], [1.22882, -5.21194, 0.23289], [1.45643, 5.82507, -0.07492], [4.07052, -0.94353, 0.30360], [-0.59860, 7.09264, -0.10783], [-2.99188, 1.71923, 0.00893], [2.79597, 1.50504, 0.03105], [4.84302, 0.21778, 0.17933], [-0.37961, -7.46488, -0.22000], [-1.34155, 5.93292, -0.04625], [0.69752, 4.66326, -0.04010], [-5.12088, 0.54859, 0.04119], [-3.07471, -0.57470, -0.23777], [-0.17870, -5.01994, 0.01555], [4.24380, 1.44023, 0.08936], [-4.42215, 1.72669, 0.08412], [-0.67956, 4.69377, -0.02650], [-1.16931, 3.27180, 0.04549], [-0.80542, -3.81192, 0.05019], [0.80599, 7.04521, -0.09639], [2.69649, -0.83022, 0.18019], [-0.92463, -6.19516, -0.26893], [1.42427, -8.58148, -0.07091], [-6.19507, 0.60455, 0.08487], [4.57111, -1.91378, 0.33585], [-1.98904, -6.13199, -0.39087], [2.06393, -1.70346, 0.20408], [-2.41075, 6.05906, 0.03264], [-1.01315, -8.34792, -0.35671], [1.35795, 7.99534, -0.14583], [-4.90012, 2.69263, 0.19991], [-2.53097, -1.46554, -0.39243], [5.95078, 0.11095, 0.20693], [2.85332, -6.58567, 0.30871], [2.53468, 5.79768, -0.00045], [4.78918, 2.37363, 0.04980], [1.81627, -4.30944, 0.34474], [-0.36067, -2.88061, 0.26681], [-1.11990, 8.04960, -0.10742], [-1.82903, -3.73895, -0.26389], [-4.98504, -1.55248, -0.24804]], "forces_ev_per_a": [[0.2, 0.2, 0.2], [-1.2, -0.1, 0.0], [0.3, 0.8, -0.1], [-0.7, 0.5, -0.2], [-0.6, 1.3, 0.0], [0.8, 0.4, 0.1], [-0.1, -0.7, -0.1], [-2.2, 1.4, -0.1], [1.0, -1.4, -0.1], [0.2, 0.4, 0.5], [-1.1, 1.2, -0.2], [0.4, -0.1, 0.3], [-0.2, -0.2, -0.8], [0.6, 0.2, 0.2], [-0.1, -0.2, -0.1], [0.9, -0.8, 0.1], [1.1, -0.4, 0.5], [1.1, 0.2, -0.1], [-0.2, -0.5, 0.2], [0.1, -1.3, -0.3], [-0.3, 1.4, -0.1], [0.6, 0.8, 0.2], [1.0, -1.5, -0.2], [-1.5, 0.0, -0.1], [1.0, -0.1, 0.2], [-0.6, 0.5, 0.2], [-0.1, -0.4, -0.5], [-1.0, 0.5, -0.4], [-0.5, 0.6, -0.3], [1.0, 0.2, 0.3], [-0.1, -0.8, 0.6], [0.8, -0.9, 0.1], [-0.2, -0.3, 0.1], [-0.4, 0.3, 0.2], [-0.4, 0.3, -0.2], [-0.1, -0.1, 0.0], [-0.2, -0.5, -0.1], [0.3, 0.4, 0.0], [-0.1, -0.6, 0.1], [0.1, -0.1, 0.0], [0.6, -0.9, -0.1], [-0.9, 0.3, 0.0], [-0.1, 0.2, 0.1], [0.1, -0.2, -0.2], [-0.1, -0.1, -0.1], [0.2, -0.1, 0.2], [0.8, 0.8, 0.3], [0.2, -0.2, -0.1], [-0.4, -0.1, 0.1], [0.3, -0.1, 0.0]]}



{"formula": "CH5N5O", "method": "wB97M-V/def2-TZVPD", "largest_force_ev_per_a": 5.4, "orbital_gap_ev": 10.1849, "e_lumo_ev": 0.834, "relative_energy_kcal_mol": 14.3, "homo_ha": -0.344, "symbols": ["O", "N", "N", "N", "N", "N", "C", "H", "H", "H", "H", "H"], "coordinates": [[1.43565, 1.05103, 0.09065], [0.63844, 0.88347, 2.16246], [-0.18126, -0.40205, 0.36766], [-0.70894, -0.69156, -2.37901], [0.12744, 0.02268, -2.40163], [-1.76723, -1.21652, -2.33578], [0.58005, 0.43237, 0.92321], [-0.87058, -0.75570, 0.97826], [0.17362, 0.32157, 2.75552], [-2.17321, -1.99694, -1.89472], [1.21706, 0.99161, -0.85688], [1.52895, 1.36004, 2.59025]], "forces_ev_per_a": [[1.4, 1.3, 0.4], [3.9, 3.6, 1.3], [-0.7, -0.7, -0.2], [-1.2, -0.8, 1.3], [3.0, 1.6, -0.8], [-2.5, 0.3, -1.7], [0.8, 0.4, -3.8], [-0.9, -0.6, 1.0], [-1.7, -2.0, 2.8], [0.9, -1.0, 0.8], [-0.4, -0.6, 0.6], [-2.5, -1.4, -1.7]]}



{"formula": "C5H14O", "method": "wB97M-V/def2-TZVPD", "total_charge": -1, "largest_force_ev_per_a": 5.5, "orbital_gap_ev": [2.2112, 11.1075], "e_lumo_ev": [3.537, 3.530], "relative_energy_kcal_mol": 44.7, "homo_ha": [0.049, -0.278], "multiplicity": 2, "symbols": ["O", "C", "C", "C", "C", "C", "H", "H", "H", "H", "H", "H", "H", "H", "H", "H", "H", "H", "H", "H"], "coordinates": [[-6.02520, 2.65998, 1.53384], [0.34036, -1.14015, -1.19130], [2.04878, -0.92013, 0.99457], [-0.03489, 0.05786, -2.20244], [1.35007, 0.32262, 1.59254], [1.83826, -1.10060, -0.62174], [0.23993, -0.24275, -3.22468], [-1.21355, 0.04737, -2.26923], [0.50464, 0.72808, 0.86932], [3.15643, -1.02905, 1.23428], [1.01307, 0.18537, 2.65606], [-6.06422, 3.07354, 2.43934], [2.37686, -0.33134, -1.24909], [1.95995, 1.26819, 1.69620], [1.44812, -1.79002, 1.42964], [0.03114, -2.10585, -1.60655], [0.47957, 0.91413, -1.86509], [-0.56666, -1.08771, -0.40832], [-5.20297, 2.55037, 1.17699], [2.32029, -2.05991, -0.98435]], "forces_ev_per_a": [[-4.9, 0.8, 2.3], [-2.2, 1.2, 1.4], [-1.0, -1.0, -1.3], [-2.1, -3.7, 0.0], [-0.6, 2.2, -0.7], [-0.2, -0.2, -0.3], [0.4, 0.4, 0.2], [2.3, 0.8, 0.4], [1.2, -1.2, 1.8], [-1.5, 0.2, -0.2], [-0.2, -0.2, -1.2], [0.9, -0.7, -1.5], [-0.5, -0.4, 1.0], [0.0, -1.1, -0.4], [1.2, 0.8, -0.5], [0.8, 0.0, -0.4], [-0.1, 1.4, 0.2], [2.5, 0.3, -0.8], [4.0, -0.2, -0.9], [-0.4, 0.8, 0.8]]}



{"formula": "C40H48O14", "method": "wB97M-V/def2-TZVPD", "largest_force_ev_per_a": 1.3, "orbital_gap_ev": 7.8895, "e_lumo_ev": -1.557, "smiles": "CCCCCCCCCCCCCCCCC1=CC(=O)C=CC1=O.O=C1C=C(O)C(=O)C=C1O.O=C1C=C(O)C(=O)C=C1O.O=C1C=C(O)C(=O)C=C1O", "relative_energy_kcal_mol": 0.0, "homo_ha": -0.347, "symbols": ["O", "O", "O", "O", "O", "O", "O", "O", "O", "O", "O", "O", "O", "O", "C", "C", "C", "C", "C", "C", "C", "C", "C", "C", "C", "C", "C", "C", "C", "C", "C", "C", "C", "C", "C", "C", "C", "C", "C", "C", "C", "C", "C", "C", "C", "C", "C", "C", "C", "C", "C", "C", "C", "C", "H", "H", "H", "H", "H", "H", "H", "H", "H", "H", "H", "H", "H", "H", "H", "H", "H", "H", "H", "H", "H", "H", "H", "H", "H", "H", "H", "H", "H", "H", "H", "H", "H", "H", "H", "H", "H", "H", "H", "H", "H", "H", "H", "H", "H", "H", "H", "H"], "coordinates": [[-1.36836, -2.57230, 5.39958], [0.33449, 1.97201, 6.88296], [3.45067, 0.84277, 3.99507], [0.19569, 3.73874, -10.94645], [6.85987, 2.44789, 6.79828], [5.92958, 4.86911, 6.33437], [2.78286, 2.33701, 11.77232], [-2.10187, 6.31674, -6.69017], [2.94677, 1.62699, 7.14033], [0.71090, 6.27494, -10.44763], [0.17418, 2.60690, 11.52887], [0.72409, 0.80937, 2.84648], [2.55475, 3.24952, 3.49949], [-2.55545, 3.75947, -7.14512], [3.60402, 3.13471, 4.30402], [-1.20209, 2.03785, -4.39865], [4.07461, 1.73000, 4.54728], [-0.71905, -4.81304, -1.69953], [-0.38806, 4.29273, -9.89166], [2.26131, 2.22411, 10.55950], [-1.81133, 4.30097, -7.94101], [-1.98101, -3.15574, 2.49871], [-3.45521, -3.85517, -3.15949], [-0.67716, 6.42829, -8.54762], [0.62101, -0.39996, 3.02311], [0.05606, -4.63906, 1.76193], [-0.40115, 1.04531, -5.23004], [-0.56317, -2.34385, 4.51386], [-1.42707, -4.56338, 2.18403], [-0.97648, -2.21467, 3.07554], [2.99697, 1.97203, 9.46841], [-0.05858, 5.74338, -9.67047], [5.33974, 3.97245, 5.75935], [4.20632, 4.18631, 4.87614], [0.12450, 2.31203, 9.18965], [5.21396, 1.51764, 5.41300], [5.81315, 2.56547, 5.98554], [0.89375, -2.10778, 4.74502], [-1.74941, -0.90000, -6.24759], [-3.13186, -0.83850, -5.60757], [-3.09611, -3.86531, -1.66424], [0.51888, -4.80132, -0.77831], [0.76845, 2.39852, 10.48893], [-1.21021, 3.62090, -9.07530], [-2.84898, -2.65828, -3.89348], [1.46821, -1.14755, 4.00292], [-1.14249, 0.49739, -6.45808], [0.85981, 2.06315, 8.09787], [2.34891, 1.86522, 8.17516], [0.30919, -5.56409, 0.54402], [-3.63430, -2.20745, -5.12080], [-1.62669, -3.62421, -1.35109], [-0.39336, -1.25062, 2.33843], [-1.50150, 5.75718, -7.73314], [-2.63474, 5.61251, -6.27520], [-4.67859, -2.07851, -4.84666], [-4.54124, -3.79199, -3.22023], [-1.81287, -2.88937, -4.12827], [-2.46390, -2.72615, 1.62753], [-2.14925, 1.63908, -4.04850], [-0.37593, -4.66817, -2.72186], [-1.55273, -3.46833, -0.27509], [-1.45129, 2.57766, -9.22322], [3.87827, 5.20302, 4.71307], [-1.81491, -1.42457, -7.20136], [-3.32638, -4.86436, -1.28803], [-3.75986, -3.19371, -1.12274], [7.08907, 3.35620, 7.07057], [1.43201, -2.70023, 5.46729], [2.28730, 2.34325, 3.23349], [0.48298, -3.67208, 1.51878], [2.03375, 2.51582, 12.37225], [1.07100, 1.78155, 6.27264], [-1.37847, 2.95969, -4.94207], [-0.44593, 7.47442, -8.40638], [-2.02719, -5.01458, 1.39795], [-0.94598, 2.45346, 9.14779], [-1.92695, 1.17467, -6.79168], [-3.02434, -0.21862, -4.71813], [1.23849, -6.09392, 0.72944], [5.54447, 0.50144, 5.57392], [-2.76389, -3.28696, 3.24631], [-1.05742, -1.46320, -5.62598], [-0.62928, 2.30417, -3.51083], [-2.83049, -1.82652, -3.18628], [-0.41777, 0.40907, -7.26728], [-0.03250, 0.22291, -4.62014], [2.52254, -0.90582, 4.07973], [-3.17915, -4.80298, -3.61771], [0.72207, -3.74981, -0.57698], [-1.22255, -2.72541, -1.81114], [0.48218, 1.57013, -5.59147], [-1.55520, -5.19240, 3.06075], [0.73513, 4.44149, -11.35567], [-0.61690, -1.08647, 1.29547], [-3.84319, -0.35851, -6.27437], [1.39798, -5.16562, -1.30291], [-0.51680, -6.26393, 0.45749], [-3.50411, -2.94901, -5.90701], [-1.24569, -5.75400, -1.56962], [0.61678, -5.04336, 2.60179], [4.06972, 1.84316, 9.50778]], "forces_ev_per_a": [[0.6, -0.2, -0.6], [0.2, 0.0, 0.0], [0.4, 0.1, -0.1], [0.0, 0.1, 0.0], [-0.1, 0.1, 0.0], [0.2, -0.1, 0.1], [-0.2, 0.0, 0.0], [0.0, -0.2, 0.0], [-0.3, 0.0, 0.0], [0.1, -0.1, -0.2], [0.1, 0.0, 0.2], [0.1, -1.1, -0.1], [0.2, -0.2, 0.1], [-0.1, 0.2, 0.1], [-0.2, 0.4, -0.1], [0.4, -0.1, 0.5], [0.2, -0.1, 0.2], [0.6, 0.9, 0.3], [-0.1, -0.3, 0.0], [0.3, 0.0, 0.0], [0.1, -0.4, -0.3], [-0.5, -0.3, 0.6], [-0.1, 0.3, 0.3], [0.1, 0.0, -0.1], [0.0, 0.9, -0.1], [-0.2, -0.7, -0.3], [-0.3, 0.4, -0.4], [-0.4, -0.2, 0.6], [0.5, 0.2, 0.0], [0.2, 0.6, -1.1], [0.1, 0.0, -0.2], [-0.1, 0.3, 0.3], [-0.4, 0.2, -0.3], [0.2, 0.1, 0.1], [-0.1, 0.0, 0.2], [0.1, -0.2, -0.3], [0.2, -0.3, 0.0], [0.0, 0.7, -0.7], [-0.2, 0.5, -0.2], [0.6, -0.6, 0.4], [0.1, -0.5, -0.5], [-0.6, 0.0, -0.3], [-0.3, 0.0, -0.4], [-0.1, -0.1, 0.1], [-0.4, -0.2, 0.3], [0.0, -0.8, 0.5], [0.2, -0.7, -0.1], [-0.3, 0.0, 0.0], [0.3, 0.0, 0.3], [0.5, 0.9, 0.2], [0.7, 0.6, 0.0], [-0.2, -0.5, 0.5], [0.0, -0.4, 1.0], [0.1, 0.3, 0.0], [0.0, 0.0, 0.0], [-0.2, -0.4, -0.1], [-0.2, -0.1, -0.1], [0.2, 0.1, -0.2], [0.2, 0.2, -0.2], [-0.2, 0.0, -0.1], [-0.2, -0.4, -0.3], [0.0, 0.1, 0.1], [0.0, 0.0, 0.0], [0.0, 0.0, 0.0], [0.0, -0.1, -0.1], [-0.1, -0.1, 0.2], [0.1, 0.3, 0.0], [0.0, 0.1, 0.0], [0.0, 0.1, 0.3], [-0.2, 0.0, 0.0], [0.0, 0.2, 0.2], [0.0, 0.0, 0.0], [0.0, 0.0, -0.1], [-0.2, 0.1, -0.2], [0.0, 0.0, 0.0], [-0.3, 0.1, -0.1], [0.0, 0.0, 0.0], [0.0, 0.2, 0.0], [-0.3, 0.3, 0.1], [-0.1, -0.4, 0.1], [0.0, 0.0, 0.1], [-0.2, 0.1, 0.0], [0.0, -0.2, 0.1], [0.0, 0.1, 0.1], [0.1, 0.2, 0.1], [0.0, 0.1, -0.2], [0.0, -0.1, 0.1], [-0.3, 0.1, 0.1], [0.2, -0.1, -0.2], [0.2, 0.1, 0.2], [-0.1, 0.2, -0.1], [0.2, 0.0, 0.1], [-0.1, -0.1, 0.1], [0.0, 0.0, 0.0], [-0.2, 0.2, -0.1], [-0.1, 0.1, -0.1], [0.0, -0.3, -0.1], [0.1, -0.3, -0.1], [-0.4, -0.1, -0.2], [-0.1, -0.2, -0.3], [0.2, 0.2, 0.2], [0.0, 0.0, 0.0]]}



{"formula": "C15H28O11", "method": "wB97M-V/def2-TZVPD", "largest_force_ev_per_a": 0.5, "orbital_gap_ev": 10.7754, "e_lumo_ev": 0.559, "smiles": "CC[C@@H]1CCOC1=O.COC(=O)OC.COC(=O)OC.COC(=O)OC", "homo_ha": -0.375, "symbols": ["O", "O", "O", "O", "O", "O", "O", "O", "O", "O", "O", "C", "C", "C", "C", "C", "C", "C", "C", "C", "C", "C", "C", "C", "C", "C", "H", "H", "H", "H", "H", "H", "H", "H", "H", "H", "H", "H", "H", "H", "H", "H", "H", "H", "H", "H", "H", "H", "H", "H", "H", "H", "H", "H"], "coordinates": [[-0.66253, 6.03128, 3.89078], [-0.91391, -0.94445, -1.05288], [-4.79268, 1.62038, 0.43416], [-0.65797, 0.11095, 0.81300], [2.02672, -5.71186, -4.24400], [1.07197, 0.05185, -0.63966], [-6.23897, 2.83299, 1.48737], [-0.20495, 4.18751, 2.66880], [-4.37394, 2.18411, 2.58109], [1.43821, 5.26938, 3.56134], [1.72872, -3.73468, -5.24069], [-1.61088, 4.02266, 2.44226], [-6.65843, 3.51121, 2.67682], [5.17298, -5.20146, -3.20158], [-0.39992, -1.36039, -2.32372], [-3.51440, 0.96988, 0.39823], [2.41077, -4.89399, -2.06383], [0.11285, 5.24062, 3.42008], [4.43113, -3.88444, -3.40095], [2.91045, -3.88294, -3.09948], [0.14469, 0.90560, 1.70064], [2.15145, -4.35700, -4.31794], [-0.05367, -0.23098, -0.32397], [-5.06660, 2.21084, 1.59341], [2.18842, -6.16813, -2.88524], [1.92185, 6.36112, 4.35146], [1.64881, 7.31151, 3.89708], [6.22012, -5.07475, -3.47513], [-1.18953, -1.94286, -2.78778], [-1.70451, 3.13339, 1.82908], [3.00111, 6.24775, 4.37277], [1.51469, 6.31269, 5.35952], [4.88863, -3.11658, -2.77609], [-2.72363, 1.70095, 0.54379], [3.01355, -6.87497, -2.86226], [-2.14183, 3.87556, 3.37973], [-0.48376, 1.09370, 2.56597], [5.14908, -5.53178, -2.16229], [-7.61579, 3.95987, 2.43175], [2.63117, -2.87338, -2.80598], [-0.15576, -0.49965, -2.94254], [-3.44478, 0.20201, 1.16461], [-5.93902, 4.28001, 2.95245], [3.00008, -5.00413, -1.15605], [4.77408, -5.98998, -3.83868], [-2.02096, 4.88595, 1.92119], [0.48910, -1.97390, -2.19082], [-6.76823, 2.80722, 3.49933], [0.42784, 1.84405, 1.22780], [1.04015, 0.36097, 1.99223], [1.42148, -4.55261, -1.74461], [4.56526, -3.56964, -4.43784], [1.27087, -6.67519, -2.59554], [-3.42958, 0.52372, -0.58719]], "forces_ev_per_a": [[0.0, 0.0, 0.0], [0.0, 0.1, 0.0], [0.0, 0.0, 0.0], [0.1, 0.0, 0.0], [-0.3, 0.0, 0.1], [0.0, 0.0, 0.0], [0.0, 0.0, 0.0], [0.0, 0.0, 0.0], [0.0, 0.1, -0.1], [0.0, 0.0, 0.0], [0.0, 0.2, -0.3], [-0.1, 0.0, 0.0], [0.0, 0.0, 0.0], [0.0, 0.0, -0.1], [0.0, -0.1, -0.1], [0.0, 0.0, -0.1], [-0.4, 0.2, 0.0], [0.0, 0.0, 0.0], [-0.1, 0.0, 0.0], [0.3, -0.2, 0.4], [0.0, 0.0, 0.0], [0.1, -0.3, 0.2], [0.0, 0.0, 0.0], [0.0, -0.1, 0.0], [0.1, 0.1, -0.1], [0.0, 0.0, 0.0], [0.0, 0.0, 0.0], [0.0, 0.0, 0.0], [0.0, 0.0, 0.0], [0.0, 0.0, 0.0], [0.0, 0.0, 0.0], [0.0, 0.0, 0.0], [0.0, 0.0, 0.0], [0.0, 0.0, 0.0], [0.0, 0.0, 0.1], [0.0, 0.0, 0.0], [0.0, 0.0, 0.0], [-0.1, 0.0, 0.0], [0.0, 0.0, 0.0], [-0.2, 0.0, -0.3], [0.0, 0.0, 0.0], [0.0, 0.0, 0.0], [0.0, 0.0, 0.0], [0.2, -0.1, -0.2], [0.0, 0.0, 0.0], [0.0, 0.0, 0.0], [0.0, 0.0, 0.0], [0.0, 0.0, 0.0], [0.0, 0.0, 0.0], [0.0, 0.0, 0.0], [0.1, 0.0, 0.1], [0.0, 0.2, 0.0], [0.0, -0.1, 0.0], [0.0, 0.0, 0.0]]}